{
  "formula": "C20H53NO4PSi4",
  "method": "ωB97M-V/def2-TZVPD",
  "symbols": ["C", "C", "O", "C", "C", "O", "C", "Si", "O", "Si", "C", "C", "C", "C", "C", "P", "O", "C", "C", "C", "C", "H", "H", "H", "H", "H", "H", "H", "H", "H", "H", "H", "H", "H", "H", "H", "H", "H", "H", "H", "H", "H", "H", "H", "H", "H", "H", "H", "H", "H", "H", "H", "H", "H", "H", "H", "C", "Si", "C", "C", "N", "Si", "C", "C", "C", "H", "H", "H", "H", "H", "H", "H", "H", "H", "H", "H", "H", "H", "H", "H", "H", "H", "H"],
  "xyz": [[5.325, -0.231, 4.655], [5.389, 0.046, 3.161], [4.088, 0.222, 2.629], [4.064, -0.033, 1.224], [2.830, 0.580, 0.604], [1.992, -0.465, 0.171], [0.683, -0.011, -0.133], [-0.466, 0.013, 1.379], [-1.992, -0.427, 0.816], [-3.286, -0.538, 1.873], [-4.433, 0.878, 1.432], [-5.760, 0.921, 2.239], [-6.127, 2.273, 2.865], [-4.993, 2.915, 3.638], [-7.251, 2.002, 3.876], [-2.703, -0.263, 4.042], [-2.372, 1.152, 4.367], [-4.058, -2.220, 1.485], [-3.000, -3.343, 1.494], [-5.303, -2.606, 2.284], [-5.047, -2.941, 3.760], [5.436, -1.287, 4.869], [6.103, 0.337, 5.154], [4.380, 0.094, 5.074], [5.874, -0.799, 2.680], [5.973, 0.949, 2.983], [4.972, 0.360, 0.769], [4.025, -1.107, 1.049], [2.358, 1.212, 1.361], [3.130, 1.214, -0.233], [0.725, 0.997, -0.547], [0.227, -0.637, -0.893], [-0.555, 1.402, 1.881], [0.021, -0.856, 2.468], [-3.901, 1.821, 1.435], [-4.676, 0.670, 0.393], [-5.723, 0.202, 3.054], [-6.563, 0.667, 1.558], [-6.537, 2.948, 2.119], [-5.314, 3.875, 4.029], [-4.755, 2.307, 4.500], [-4.096, 3.072, 3.057], [-6.872, 1.259, 4.574], [-8.121, 1.577, 3.387], [-7.494, 2.882, 4.460], [-1.625, -1.112, 4.394], [-3.751, -0.695, 4.888], [-4.377, -2.116, 0.449], [-2.457, -3.293, 0.561], [-2.325, -3.279, 2.338], [-3.531, -4.288, 1.507], [-5.679, -3.521, 1.827], [-6.105, -1.890, 2.172], [-3.986, -2.986, 3.967], [-5.439, -2.135, 4.373], [-5.546, -3.848, 4.071], [5.731, 1.419, -2.836], [4.601, 0.346, -3.917], [3.343, -0.427, -2.730], [5.689, -1.059, -4.579], [3.915, 1.305, -5.114], [2.840, 0.764, -6.286], [1.215, 0.077, -5.589], [3.554, -0.555, -7.445], [2.353, 2.222, -7.396], [6.196, 0.822, -2.040], [6.528, 1.862, -3.437], [5.160, 2.225, -2.368], [3.845, -0.848, -1.850], [2.782, -1.238, -3.200], [2.635, 0.327, -2.383], [6.380, -0.680, -5.334], [5.092, -1.858, -5.023], [6.284, -1.511, -3.773], [1.359, -0.897, -5.115], [0.470, -0.057, -6.384], [0.798, 0.764, -4.850], [4.534, -0.246, -7.814], [2.901, -0.713, -8.314], [3.661, -1.520, -6.944], [3.235, 2.640, -7.885], [1.877, 3.008, -6.805], [1.648, 1.905, -8.175]],
  "forces_ev_per_angstrom": [[-0.047, 0.248, -0.108], [-0.337, -0.024, 0.341], [0.030, -0.171, -0.109], [0.047, 0.092, 0.322], [0.420, 0.018, 0.112], [-0.380, -0.174, 0.105], [-0.151, 0.114, 0.514], [0.259, 0.587, -1.026], [0.225, -0.033, 1.474], [-0.421, -0.164, -1.745], [-0.399, -0.493, 0.330], [0.702, 0.823, -0.321], [-0.378, -0.348, 0.775], [-0.213, 0.238, -0.110], [0.415, -0.203, -0.261], [0.444, 0.682, 0.947], [0.132, 0.442, -0.239], [0.157, 0.320, 0.440], [-0.720, 0.462, -0.288], [0.107, -0.947, -0.022], [-0.293, 0.945, -0.202], [0.051, -0.180, 0.119], [0.217, -0.123, 0.229], [-0.253, 0.134, -0.039], [0.210, -0.077, -0.293], [0.138, 0.070, -0.223], [0.113, 0.123, -0.108], [0.109, -0.221, -0.067], [-0.190, 0.025, 0.068], [-0.202, 0.053, -0.230], [-0.059, 0.162, -0.203], [0.147, -0.304, -0.228], [-0.107, -0.061, 0.192], [-0.116, -0.201, 0.019], [0.161, 0.165, 0.104], [0.098, 0.032, -0.330], [-0.169, -0.269, 0.147], [-0.326, -0.445, 0.054], [0.226, 0.162, -0.384], [-0.057, 0.276, 0.006], [0.325, -0.246, 0.148], [0.268, -0.005, -0.044], [-0.059, -0.175, 0.263], [-0.339, 0.079, 0.015], [-0.277, 0.219, -0.066], [-0.320, -0.437, -0.091], [0.009, -0.470, -0.229], [-0.081, 0.200, -0.260], [0.485, -0.024, -0.029], [0.263, -0.159, 0.139], [0.082, -0.383, 0.148], [-0.120, -0.121, -0.228], [-0.121, 0.342, 0.033], [0.273, -0.355, 0.139], [-0.064, 0.073, 0.298], [0.062, -0.281, 0.068], [0.078, -0.356, 0.260], [-0.404, 1.071, -0.895], [0.397, -0.256, 0.213], [0.153, -0.234, 0.437], [-0.204, -0.815, 0.028], [0.852, 0.796, 0.797], [-0.243, -0.158, -0.402], [-0.391, -0.118, -0.289], [-0.253, -0.270, -0.220], [0.040, 0.080, 0.015], [-0.025, 0.045, -0.024], [-0.010, 0.039, -0.049], [-0.098, -0.029, 0.018], [-0.064, 0.027, -0.031], [-0.047, 0.021, -0.063], [-0.034, 0.027, -0.043], [-0.022, 0.024, -0.076], [0.014, -0.021, -0.057], [0.025, 0.012, 0.074], [-0.020, -0.011, 0.056], [0.044, 0.010, 0.043], [0.037, 0.012, 0.051], [0.050, -0.029, 0.000], [0.069, -0.001, 0.039], [0.027, 0.028, 0.043], [0.044, 0.024, 0.029], [0.009, 0.088, -0.020]],
  "gap_ha": 0.204,
  "e_above_lowest_kj_mol": 71.2,
  "charge": -1,
  "fmax_ev_per_a": 1.80,
  "homo_ev": -3.519,
  "total_energy_ha": -2649.05615
}